{
  "formula": "C36H62FN9O14",
  "method": "ωB97M-V/def2-TZVPD",
  "orbital_gap_ev": 8.432,
  "charge": 0,
  "homo_energy_ev": -9.0,
  "elements": ["O", "N", "O", "C", "C", "C", "C", "C", "C", "H", "H", "H", "H", "H", "O", "N", "O", "C", "C", "C", "C", "C", "C", "H", "H", "H", "H", "H", "O", "C", "O", "C", "C", "F", "O", "H", "H", "H", "C", "N", "C", "C", "O", "H", "H", "H", "H", "H", "H", "H", "C", "N", "C", "C", "O", "H", "H", "H", "H", "H", "H", "H", "C", "N", "C", "C", "O", "H", "H", "H", "H", "H", "H", "H", "C", "N", "C", "C", "O", "H", "H", "H", "H", "H", "H", "H", "C", "N", "C", "C", "O", "H", "H", "H", "H", "H", "H", "H", "C", "N", "C", "C", "O", "H", "H", "H", "H", "H", "H", "H", "C", "N", "C", "C", "O", "H", "H", "H", "H", "H", "H", "H"],
  "coordinates": [[-26.23978, -13.54035, 5.83678], [-25.18397, -13.92355, 6.26940], [-24.76375, -15.08971, 6.27031], [-24.33419, -12.92573, 6.92437], [-23.05160, -13.27730, 7.33519], [-22.21691, -12.25626, 7.78589], [-22.72002, -10.96295, 7.98853], [-24.06830, -10.65905, 7.65406], [-24.81852, -11.62443, 7.09281], [-22.72220, -14.29373, 7.18401], [-21.16834, -12.49054, 7.99883], [-22.04175, -10.16685, 8.32679], [-24.47620, -9.65420, 7.84283], [-25.84575, -11.46761, 6.75447], [-19.47877, -13.91336, 7.53256], [-19.74225, -15.02325, 8.02034], [-20.67997, -15.24140, 8.75495], [-18.84335, -16.14532, 7.66819], [-17.93280, -15.96498, 6.63084], [-17.15199, -17.03180, 6.23999], [-17.21515, -18.21178, 6.98596], [-18.12175, -18.38129, 8.03855], [-19.03616, -17.35434, 8.35206], [-17.83870, -15.01892, 6.16690], [-16.48493, -16.98724, 5.36590], [-16.57747, -19.09916, 6.84827], [-18.16491, -19.34795, 8.50709], [-19.72658, -17.46936, 9.13878], [-17.54864, -22.19901, 6.53642], [-17.47142, -21.36879, 5.70456], [-16.31923, -20.91025, 5.15270], [-16.66331, -20.01488, 4.18963], [-18.19650, -20.24100, 3.86788], [-18.29521, -21.01135, 2.69673], [-18.60868, -20.94494, 5.02862], [-16.52178, -18.95382, 4.41725], [-16.09939, -20.27677, 3.27072], [-18.70051, -19.25753, 3.78673], [-15.42311, -9.88007, 10.23901], [-16.82706, -9.97476, 10.24544], [-17.58171, -11.12476, 10.38911], [-19.05478, -10.91810, 10.20473], [-17.10453, -12.24630, 10.66555], [-15.09448, -8.96722, 10.74175], [-15.01198, -9.84806, 9.23912], [-14.99517, -10.69800, 10.72328], [-17.35355, -9.13200, 10.17848], [-19.43746, -11.81414, 9.80270], [-19.15113, -10.02166, 9.62190], [-19.55289, -10.80095, 11.18788], [-23.41474, -17.36309, 9.22189], [-24.66339, -17.43176, 9.98902], [-25.12113, -18.68388, 10.32270], [-26.55903, -18.70347, 10.75932], [-24.43995, -19.69791, 10.20625], [-23.45865, -17.92022, 8.29448], [-22.61873, -17.81532, 9.78276], [-23.19300, -16.33400, 8.97418], [-25.42580, -16.86592, 9.65041], [-26.89162, -17.96772, 11.49418], [-26.75762, -19.63115, 11.27704], [-27.21447, -18.64542, 9.87188], [-20.27231, -22.07687, 9.03548], [-20.49533, -21.85806, 10.48977], [-20.35260, -20.56860, 10.98812], [-20.59918, -20.48651, 12.47993], [-20.16926, -19.60406, 10.25457], [-20.72907, -21.32685, 8.39845], [-20.83305, -22.96560, 8.76147], [-19.21278, -22.11498, 8.81013], [-20.35068, -22.67227, 11.07442], [-21.64249, -20.13056, 12.60564], [-19.86662, -19.91282, 13.00924], [-20.55974, -21.53581, 12.80758], [-22.98553, -20.80869, 7.49144], [-22.50633, -21.19063, 6.16466], [-22.07749, -20.37227, 5.14854], [-21.53412, -18.94176, 5.52834], [-22.08918, -20.78602, 3.97697], [-23.93960, -20.20218, 7.39568], [-22.26169, -20.18986, 8.02864], [-23.14426, -21.67214, 8.08288], [-22.76978, -22.09590, 5.82715], [-21.39021, -18.43379, 4.57866], [-20.61796, -18.92459, 6.08796], [-22.34553, -18.47337, 6.07817], [-13.70080, -17.07754, 1.47044], [-14.41645, -15.86137, 1.87178], [-15.38538, -15.94786, 2.85310], [-16.14559, -14.74798, 3.33216], [-15.61861, -17.06521, 3.32580], [-13.23956, -17.61070, 2.28485], [-13.00386, -16.73393, 0.71580], [-14.42101, -17.76364, 1.02189], [-13.97411, -14.98576, 1.67741], [-15.89135, -13.82439, 2.79203], [-15.86702, -14.66670, 4.37713], [-17.20732, -14.97930, 3.30535], [-19.21364, -11.56608, 13.64485], [-20.01154, -12.64786, 12.91658], [-21.26167, -12.36112, 12.53701], [-21.92509, -13.34943, 11.63910], [-21.87750, -11.33830, 12.94614], [-19.20580, -11.76665, 14.76592], [-19.75573, -10.63740, 13.51468], [-18.17446, -11.62596, 13.31080], [-19.46359, -13.39381, 12.49417], [-22.85549, -13.67736, 12.13387], [-21.22326, -14.19148, 11.36510], [-22.19172, -12.78507, 10.73685], [-12.09573, -14.20508, 7.73359], [-13.13649, -13.27677, 8.03426], [-14.19852, -13.22289, 7.27526], [-15.32144, -12.31250, 7.74763], [-14.25558, -13.81942, 6.19538], [-12.28192, -15.18103, 8.20797], [-11.14587, -13.87121, 8.11662], [-12.15041, -14.38249, 6.67964], [-13.13065, -12.78963, 8.91173], [-15.21787, -11.30372, 7.31497], [-15.34104, -12.27196, 8.84732], [-16.23484, -12.72351, 7.33653]],
  "forces_ev_per_angstrom": [[-0.4, -0.4, -0.5], [0.9, -1.0, 1.0], [-0.8, 1.2, -0.3], [1.0, 0.6, 0.4], [-0.5, 0.4, -0.7], [0.1, 0.4, 0.6], [-0.2, 0.0, -0.5], [1.9, 1.2, 1.0], [-1.9, -1.6, -1.0], [0.2, 0.0, 0.1], [-0.5, 0.1, 0.0], [-0.4, -0.4, 0.0], [0.3, -0.6, -0.2], [0.4, 0.2, 0.2], [-0.3, -1.1, 0.6], [0.8, 0.9, -0.7], [0.0, 0.1, 0.0], [-0.6, -0.5, 0.3], [-0.3, -0.6, 0.5], [0.7, -0.8, -0.1], [-0.2, -0.7, 0.7], [-0.6, 0.9, -0.8], [2.1, 0.1, -1.1], [-0.1, 0.7, -0.4], [-0.3, 0.3, 0.5], [0.0, 0.8, -0.5], [-0.2, 0.0, 0.4], [-0.8, -0.1, 0.6], [0.3, 0.0, 1.1], [-0.7, -1.4, -1.0], [-1.0, -0.8, 2.1], [-1.0, 1.4, -3.8], [1.9, 0.3, 0.4], [-0.4, 0.8, 1.5], [1.0, 0.6, -0.8], [0.3, -0.4, 0.3], [-0.2, 0.4, 0.5], [-0.3, -1.0, -0.3], [0.7, 1.4, -0.4], [-1.8, -1.2, 0.1], [1.4, -1.3, 0.8], [0.7, 0.7, 1.5], [-0.4, 2.0, -0.6], [-0.1, -0.1, 0.1], [0.1, 0.0, -0.4], [0.6, -1.4, 0.9], [-0.2, 0.4, -0.2], [-0.6, -0.8, -1.0], [-0.8, 0.2, -0.5], [0.4, 0.2, -0.5], [-0.5, 0.1, 0.0], [0.2, -0.6, -0.5], [0.5, -0.2, -0.3], [-0.8, -0.5, 0.3], [-0.4, 0.7, 0.3], [-0.3, -0.2, -0.3], [0.4, 0.0, 0.4], [0.1, 0.2, 0.2], [0.2, 0.4, 0.1], [0.5, 0.5, -0.4], [0.0, -0.5, -0.3], [0.2, 0.0, 0.4], [-0.5, -0.1, 0.7], [0.4, 1.2, -1.2], [-0.3, -0.6, -0.4], [-0.8, -1.2, -0.7], [0.0, -0.5, 0.4], [0.2, 0.4, 0.5], [0.5, -0.5, 0.0], [0.1, -0.3, -0.2], [-0.2, 0.5, 0.0], [0.7, 0.0, 0.1], [0.2, 0.5, 0.2], [-0.1, 0.5, 0.5], [-0.6, 2.0, -1.1], [0.4, 0.5, 0.0], [0.7, -0.2, -0.9], [-1.5, -1.4, -1.0], [0.2, 0.8, 1.8], [0.9, -0.8, 0.4], [-0.1, 0.0, -0.2], [-0.3, -0.8, 0.5], [-0.2, -0.2, -0.2], [0.0, 0.1, 0.0], [0.3, -0.3, 0.5], [0.1, 0.4, 0.2], [-0.9, 0.7, -0.5], [-0.7, -0.3, 1.1], [0.7, -1.4, -0.5], [0.6, 0.1, -0.2], [-0.2, 0.6, -0.2], [0.4, 0.1, 0.4], [0.3, -0.4, 0.0], [0.1, 0.0, -0.1], [-0.1, 0.3, 0.0], [-0.2, -0.3, 0.2], [0.1, 0.4, 0.3], [0.0, 0.1, -0.2], [-0.8, -2.1, 1.1], [2.1, 1.5, 1.1], [-1.7, 1.7, 1.0], [0.4, -0.6, -0.5], [1.4, -1.9, -0.9], [-0.1, 0.1, -1.4], [0.3, 0.2, -0.3], [-0.3, 0.4, -0.2], [-0.5, 0.3, 0.1], [0.5, -0.1, -0.4], [-1.1, 0.7, 0.3], [-0.1, -0.3, 0.0], [0.0, -1.1, 0.7], [1.3, 0.2, 1.6], [-1.9, 0.6, -2.1], [0.4, -0.1, 0.0], [-0.3, 0.1, 0.4], [-0.1, 0.2, 0.0], [0.4, 0.3, -0.3], [0.5, 0.0, -0.6], [-0.1, 0.0, 0.1], [0.2, -0.3, 0.2], [-0.3, 0.1, -0.5], [-0.3, -0.1, 0.2]]
}